# 1
{
  "formula": "C13H33BaF3N4O9S",
  "method": "the ωB97M-V functional and the def2-TZVPD basis",
  "total_charge": 0,
  "homo_lumo_gap_ev": 8.33,
  "homo_energy_ha": -0.311,
  "e_above_lowest_kj_mol": 0.00,
  "species": ["Ba", "N", "O", "O", "O", "C", "F", "F", "F", "S", "O", "O", "O", "C", "C", "C", "O", "C", "N", "H", "H", "H", "H", "H", "H", "H", "H", "H", "H", "H", "C", "C", "C", "O", "C", "N", "H", "H", "H", "H", "H", "H", "H", "H", "H", "H", "H", "C", "C", "C", "O", "C", "N", "H", "H", "H", "H", "H", "H", "H", "H", "H", "H", "H"],
  "coordinates": [[-0.017, -0.493, -0.154], [-3.433, -1.434, 1.605], [-2.218, -1.577, 1.224], [-4.281, -1.113, 0.753], [-3.709, -1.619, 2.789], [0.132, 3.308, -3.682], [0.750, 4.323, -4.234], [-0.824, 3.749, -2.887], [-0.394, 2.580, -4.660], [1.310, 2.250, -2.659], [0.498, 1.106, -2.196], [2.448, 1.826, -3.472], [1.699, 3.185, -1.619], [3.828, 2.262, 1.803], [2.626, 1.329, 1.644], [1.406, 1.926, 2.342], [0.358, 0.959, 2.310], [-0.612, 1.032, 3.341], [2.320, 1.117, 0.219], [4.731, 1.852, 1.354], [4.031, 2.482, 2.854], [3.626, 3.224, 1.326], [2.880, 0.373, 2.108], [1.082, 2.887, 1.931], [1.636, 2.111, 3.399], [-1.214, 1.937, 3.181], [-0.179, 1.022, 4.342], [-1.334, 0.222, 3.216], [2.850, 0.450, -0.344], [2.550, 1.977, -0.280], [3.087, -3.179, 2.379], [2.106, -2.635, 1.334], [1.498, -3.778, 0.503], [0.623, -3.185, -0.465], [-0.323, -4.103, -0.965], [1.004, -1.911, 2.039], [4.030, -3.499, 1.931], [2.617, -3.983, 2.945], [3.347, -2.347, 3.035], [2.698, -1.961, 0.702], [0.932, -4.402, 1.204], [2.277, -4.430, 0.105], [-0.999, -3.535, -1.609], [-0.980, -4.559, -0.217], [0.100, -4.909, -1.571], [0.493, -2.678, 2.470], [1.418, -1.323, 2.751], [-3.480, 0.025, -3.804], [-2.446, 0.200, -2.673], [-2.897, 1.229, -1.638], [-1.942, 1.352, -0.578], [-2.236, 2.450, 0.258], [-2.156, -1.084, -2.001], [-4.387, -0.489, -3.492], [-2.990, -0.383, -4.686], [-3.798, 1.036, -4.088], [-1.489, 0.472, -3.116], [-3.881, 0.959, -1.238], [-2.965, 2.218, -2.103], [-1.317, 2.674, 0.805], [-3.060, 2.302, 0.957], [-2.406, 3.348, -0.345], [-3.031, -1.428, -1.594], [-1.993, -1.717, -2.786]]
}

# 2
{
  "formula": "C3H7NO2",
  "method": "the ωB97M-V functional and the def2-TZVPD basis",
  "total_charge": 0,
  "homo_lumo_gap_ev": 8.57,
  "smiles": "[NH3+]/C([O-])=C\\CO",
  "homo_energy_ha": -0.293,
  "e_above_lowest_kj_mol": 381.07,
  "species": ["N", "C", "O", "C", "C", "O", "H", "H", "H", "H", "H", "H", "H"],
  "coordinates": [[-1.439, -0.730, -0.333], [-0.635, 0.292, -1.179], [-0.945, 0.495, -2.321], [0.051, 1.010, -0.124], [1.175, 0.329, 0.637], [0.783, -0.967, 1.104], [-0.885, -1.532, -0.032], [-2.346, -0.962, -0.730], [-1.200, 0.250, 0.416], [0.354, 2.014, -0.429], [2.078, 0.217, 0.011], [1.448, 0.967, 1.490], [1.561, -1.385, 1.490]]
}

# 3
{
  "formula": "C5H11NO2",
  "method": "the ωB97M-V functional and the def2-TZVPD basis",
  "total_charge": -2,
  "homo_lumo_gap_ev": 5.56,
  "smiles": "CN[C@H](C[O-])CC[O-]",
  "homo_energy_ha": 0.038,
  "e_above_lowest_kj_mol": 172.17,
  "species": ["C", "N", "C", "C", "O", "C", "C", "O", "H", "H", "H", "H", "H", "H", "H", "H", "H", "H", "H"],
  "coordinates": [[0.061, -2.316, -0.305], [-0.271, -1.051, -1.085], [-0.411, 0.177, -0.358], [-0.123, 1.200, -1.598], [1.079, 1.052, -2.213], [0.586, 0.510, 0.736], [-0.199, 1.061, 2.072], [0.370, 1.202, 3.235], [-0.749, -2.412, 0.382], [0.269, -3.146, -1.082], [0.893, -2.149, 0.336], [0.530, -0.990, -1.753], [-1.512, 0.296, -0.045], [-0.287, 2.260, -1.272], [-0.940, 1.066, -2.320], [1.236, -0.340, 1.026], [1.211, 1.338, 0.308], [-0.727, 1.947, 1.785], [-1.013, 0.293, 2.150]]
}